Here is a molecular structure, C14H11AuN3O4 from OMol25. Energies are from ωB97M-V with the def2-TZVPD basis set.

Properties
charge	-1
highest occupied orbital energy	-4.28	eV
2S+1	1
molar mass	482.23	g mol⁻¹
HOMO-LUMO gap	7.46	eV
E	-31051.2046	eV

Element x y z (Å)
Au 0.110 0.504 -0.149
O -0.119 -1.955 3.362
O 0.606 2.945 -1.817
O 1.870 1.153 -2.263
O -0.253 -3.530 1.028
N -0.738 1.278 2.214
N -0.245 -1.203 1.160
N -1.474 -1.192 -1.284
C 2.527 1.893 -3.285
C 0.880 1.801 -1.523
C -0.865 -2.313 -0.893
C 0.503 2.018 4.581
C -1.629 -2.078 -3.498
C -0.163 -1.079 2.511
C -1.851 -1.087 -2.553
C -1.006 -3.247 -3.086
C -0.138 0.368 2.979
C -0.412 -2.415 0.557
C -0.737 2.544 2.619
C -0.630 -3.371 -1.759
C 0.478 0.693 4.180
C -0.118 2.969 3.784
H 3.591 1.663 -3.232
H -2.342 -0.157 -2.821
H 1.000 2.306 5.499
H 0.927 -0.093 4.772
H -1.935 -1.930 -4.525
H -0.814 -4.044 -3.793
H 2.360 2.960 -3.143
H -0.149 -4.261 -1.378
H -0.127 4.017 4.054
H 2.141 1.598 -4.264
H -1.247 3.245 1.967